Arrangement w

The following is a quantum chemistry calculation of a cluster of 7 separate species, C56H125N8O in total, from the Open Molecules 2025 dataset.

Orbital gap in eV: 7.84
LUMO in eV: -13.6
Total charge: +7
HOMO in eV: -21.411

Last columns: bonded neighbours and bond lengths (Å).
Geometry (Å):
1 C 10.1591 -0.5660 0.3134  C2 1.529, H9 1.090, H10 1.090, H11 1.090
2 C 9.2513 0.4625 -0.3613  C1 1.529, N3 1.468, H12 1.090, H13 1.090
3 N 7.9895 0.4624 0.3897  C2 1.468, C4 1.393, C7 1.382
4 C 7.7815 0.6889 1.7485  N3 1.393, C5 1.403, H14 1.080
5 C 6.4261 0.4163 1.9857  C4 1.403, N6 1.331, H15 1.080
6 N 5.8271 0.1820 0.8206  C5 1.331, C7 1.366, C8 1.410
7 C 6.7635 0.1639 -0.1738  N3 1.382, N6 1.366, H16 1.080
8 C 4.4889 -0.2231 0.6389  N6 1.410, H17 1.090, H18 1.090, H19 1.090
9 H 9.6269 -1.5129 0.4037  C1 1.090
10 H 10.5111 -0.1976 1.2770  C1 1.090
11 H 11.0707 -0.7708 -0.2480  C1 1.090
12 H 9.0536 0.0425 -1.3475  C2 1.090
13 H 9.7055 1.4531 -0.3854  C2 1.090
14 H 8.5588 1.0100 2.4261  C4 1.080
15 H 5.8339 0.5280 2.8819  C5 1.080
16 H 6.5037 -0.0976 -1.1890  C7 1.080
17 H 4.4962 -1.1951 0.1457  C8 1.090
18 H 3.9822 0.4723 -0.0302  C8 1.090
19 H 3.8771 -0.4100 1.5215  C8 1.090
20 C -1.9513 4.1317 7.2004  C21 1.595, H30 1.090, H31 1.090, H32 1.090
21 C -0.9410 5.1775 6.5455  C20 1.595, C22 1.495, H33 1.090, H34 1.090
22 C -0.7599 4.9957 5.0730  C21 1.495, C23 1.591, H35 1.090, H36 1.090
23 C -1.8963 5.5829 4.1265  C22 1.591, N24 1.565, H37 1.090, H38 1.090
24 N -1.8154 4.9340 2.7046  C23 1.565, C25 1.555, C28 1.566, C29 1.627
25 C -2.9768 5.5460 1.8703  N24 1.555, C26 1.499, H39 1.090, H40 1.090
26 C -3.2757 4.4231 0.9226  C25 1.499, C27 1.492, H41 1.090, H42 1.090
27 C -3.0836 3.1263 1.6339  C26 1.492, C28 1.545, H43 1.090, H44 1.090
28 C -2.0873 3.3939 2.7842  N24 1.566, C27 1.545, H45 1.090, H46 1.090
29 C -0.4099 5.1790 1.9227  N24 1.627, H47 1.090, H48 1.090, H49 1.090
30 H -2.7921 3.9124 6.5423  C20 1.090
31 H -2.1737 4.3952 8.2344  C20 1.090
32 H -1.4393 3.1699 7.1696  C20 1.090
33 H 0.0132 5.0187 7.0478  C21 1.090
34 H -1.2613 6.2023 6.7331  C21 1.090
35 H -0.4468 3.9565 4.9723  C22 1.090
36 H 0.1196 5.5965 4.8416  C22 1.090
37 H -1.9598 6.6577 3.9565  C23 1.090
38 H -2.8752 5.2545 4.4758  C23 1.090
39 H -2.7600 6.4832 1.3577  C25 1.090
40 H -3.8448 5.7358 2.5016  C25 1.090
41 H -2.6439 4.4317 0.0344  C26 1.090
42 H -4.2885 4.4249 0.5196  C26 1.090
43 H -2.8378 2.2786 0.9944  C27 1.090
44 H -4.0511 2.8888 2.0762  C27 1.090
45 H -1.1395 2.8574 2.7412  C28 1.090
46 H -2.5060 3.1018 3.7472  C28 1.090
47 H 0.3498 4.5459 2.3811  C29 1.090
48 H -0.0779 6.2170 1.9043  C29 1.090
49 H -0.7080 4.8115 0.9408  C29 1.090
50 C -3.7329 -3.7288 -1.6859  C51 1.525, H60 1.090, H61 1.090, H62 1.090
51 C -4.1296 -3.7641 -0.2142  C50 1.525, C52 1.512, H63 1.090, H64 1.090
52 C -4.6855 -2.4788 0.3564  C51 1.512, C53 1.598, H65 1.090, H66 1.090
53 C -4.9562 -2.5553 1.9294  C52 1.598, N54 1.573, H67 1.090, H68 1.090
54 N -5.3816 -1.1889 2.5814  C53 1.573, C55 1.572, C58 1.559, C59 1.574
55 C -6.6720 -0.5551 1.9459  N54 1.572, C56 1.561, H69 1.090, H70 1.090
56 C -7.6813 -0.2772 3.1039  C55 1.561, C57 1.564, H71 1.090, H72 1.090
57 C -7.2599 -1.4389 4.0624  C56 1.564, C58 1.521, H73 1.090, H74 1.090
58 C -5.7389 -1.4728 4.0722  N54 1.559, C57 1.521, H75 1.090, H76 1.090
59 C -4.1166 -0.2533 2.6083  N54 1.574, H77 1.090, H78 1.090, H79 1.090
60 H -3.2903 -2.7601 -1.9178  C50 1.090
61 H -4.6357 -3.6865 -2.2954  C50 1.090
62 H -3.1107 -4.6117 -1.8329  C50 1.090
63 H -3.1761 -3.8108 0.3120  C51 1.090
64 H -4.6576 -4.6849 0.0337  C51 1.090
65 H -5.6904 -2.3079 -0.0296  C52 1.090
66 H -4.0809 -1.6092 0.0989  C52 1.090
67 H -4.0517 -2.7989 2.4868  C53 1.090
68 H -5.7942 -3.2053 2.1812  C53 1.090
69 H -6.2750 0.2990 1.3973  C55 1.090
70 H -7.1589 -1.2262 1.2384  C55 1.090
71 H -7.6328 0.7140 3.5549  C56 1.090
72 H -8.6749 -0.3582 2.6631  C56 1.090
73 H -7.6051 -1.2335 5.0757  C57 1.090
74 H -7.6270 -2.4472 3.8710  C57 1.090
75 H -5.4445 -0.5592 4.5887  C58 1.090
76 H -5.2204 -2.3925 4.3433  C58 1.090
77 H -3.4756 -0.7005 3.3681  C59 1.090
78 H -4.3164 0.7638 2.9455  C59 1.090
79 H -3.6429 -0.2092 1.6276  C59 1.090
80 C -1.9337 3.0941 -4.0804  C81 1.529, H90 1.090, H91 1.090, H92 1.090
81 C -0.8513 2.6509 -3.0951  C80 1.529, C82 1.563, H93 1.090, H94 1.090
82 C -1.0251 1.2888 -2.3476  C81 1.563, C83 1.545, H95 1.090, H96 1.090
83 C 0.3034 0.6346 -1.9067  C82 1.545, N84 1.537, H97 1.090, H98 1.090
84 N 0.1824 -0.7608 -1.2749  C83 1.537, C85 1.556, C88 1.519, C89 1.554
85 C 1.3526 -1.2761 -0.3889  N84 1.556, C86 1.534, H99 1.090, H100 1.090
86 C 0.7258 -2.2689 0.5986  C85 1.534, C87 1.433, H101 1.090, H102 1.090
87 C -0.5466 -1.6738 0.8795  C86 1.433, C88 1.475, H103 1.090, H104 1.090
88 C -0.8438 -0.6684 -0.1582  N84 1.519, C87 1.475, H105 1.090, H106 1.090
89 C -0.1534 -1.8088 -2.3727  N84 1.554, H107 1.090, H108 1.090, H109 1.090
90 H -2.6235 3.8192 -3.6485  C80 1.090
91 H -2.5965 2.3598 -4.5383  C80 1.090
92 H -1.4104 3.6441 -4.8626  C80 1.090
93 H -0.6265 3.4819 -2.4266  C81 1.090
94 H -0.0086 2.5116 -3.7723  C81 1.090
95 H -1.5506 0.5597 -2.9643  C82 1.090
96 H -1.7276 1.4228 -1.5250  C82 1.090
97 H 0.8266 1.3103 -1.2301  C83 1.090
98 H 1.0769 0.4492 -2.6520  C83 1.090
99 H 2.1934 -1.7313 -0.9124  C85 1.090
100 H 1.7192 -0.4344 0.1987  C85 1.090
101 H 0.4471 -3.2425 0.1953  C86 1.090
102 H 1.2671 -2.4726 1.5225  C86 1.090
103 H -1.4395 -2.2845 1.0132  C87 1.090
104 H -0.4149 -1.1245 1.8117  C87 1.090
105 H -1.7721 -0.8096 -0.7118  C88 1.090
106 H -0.7407 0.3067 0.3177  C88 1.090
107 H -0.3490 -2.8064 -1.9793  C89 1.090
108 H 0.7245 -1.8011 -3.0186  C89 1.090
109 H -1.0786 -1.4584 -2.8303  C89 1.090
110 C 3.3383 -5.6985 -1.3481  C111 1.545, H120 1.090, H121 1.090, H122 1.090
111 C 3.0367 -5.6081 0.1647  C110 1.545, C112 1.475, H123 1.090, H124 1.090
112 C 3.4959 -6.7110 1.0304  C111 1.475, C113 1.588, H125 1.090, H126 1.090
113 C 3.1402 -8.2107 0.6475  C112 1.588, N114 1.550, H127 1.090, H128 1.090
114 N 3.8681 -9.2883 1.4902  C113 1.550, C115 1.529, C118 1.567, C119 1.547
115 C 5.3751 -9.1138 1.3016  N114 1.529, C116 1.521, H129 1.090, H130 1.090
116 C 5.9585 -10.5159 1.3874  C115 1.521, C117 1.519, H131 1.090, H132 1.090
117 C 4.8127 -11.5126 1.4343  C116 1.519, C118 1.548, H133 1.090, H134 1.090
118 C 3.5548 -10.7350 0.9751  N114 1.567, C117 1.548, H135 1.090, H136 1.090
119 C 3.4325 -9.0911 2.9618  N114 1.547, H137 1.090, H138 1.090, H139 1.090
120 H 2.8901 -6.6054 -1.7540  C110 1.090
121 H 4.4213 -5.6100 -1.4340  C110 1.090
122 H 2.9282 -4.8319 -1.8667  C110 1.090
123 H 1.9796 -5.4542 0.3811  C111 1.090
124 H 3.4983 -4.6682 0.4674  C111 1.090
125 H 3.2012 -6.4451 2.0456  C112 1.090
126 H 4.5759 -6.5793 0.9652  C112 1.090
127 H 3.3364 -8.3913 -0.4094  C113 1.090
128 H 2.0695 -8.4142 0.6312  C113 1.090
129 H 5.8365 -8.4648 2.0460  C115 1.090
130 H 5.5570 -8.7724 0.2826  C115 1.090
131 H 6.6356 -10.5456 2.2411  C116 1.090
132 H 6.5228 -10.7350 0.4810  C116 1.090
133 H 4.7535 -12.0595 2.3754  C117 1.090
134 H 4.9668 -12.2934 0.6896  C117 1.090
135 H 2.6085 -11.1092 1.3657  C118 1.090
136 H 3.4619 -10.7371 -0.1110  C118 1.090
137 H 3.7189 -9.9711 3.5376  C119 1.090
138 H 2.3651 -8.9217 2.8203  C119 1.090
139 H 3.8707 -8.1734 3.3543  C119 1.090
140 C -4.5853 5.1149 -6.3238  C141 1.590, H150 1.090, H151 1.090, H152 1.090
141 C -3.6161 4.2493 -7.2397  C140 1.590, C142 1.574, H153 1.090, H154 1.090
142 C -3.4653 4.8907 -8.6694  C141 1.574, C143 1.567, H155 1.090, H156 1.090
143 C -2.6297 6.2120 -8.5573  C142 1.567, N144 1.576, H157 1.090, H158 1.090
144 N -2.2743 6.9430 -9.9071  C143 1.576, C145 1.504, C148 1.556, C149 1.524
145 C -1.2038 6.3667 -10.7925  N144 1.504, C146 1.585, H159 1.090, H160 1.090
146 C 0.1995 6.8394 -10.2285  C145 1.585, C147 1.535, H161 1.090, H162 1.090
147 C -0.1635 8.0074 -9.3004  C146 1.535, C148 1.539, H163 1.090, H164 1.090
148 C -1.6632 8.3060 -9.4717  N144 1.556, C147 1.539, H165 1.090, H166 1.090
149 C -3.5109 7.2032 -10.7592  N144 1.524, H167 1.090, H168 1.090, H169 1.090
150 H -4.1235 6.0589 -6.0346  C140 1.090
151 H -4.5919 4.6004 -5.3629  C140 1.090
152 H -5.6145 5.2458 -6.6581  C140 1.090
153 H -3.9041 3.2052 -7.3620  C141 1.090
154 H -2.5821 4.3415 -6.9075  C141 1.090
155 H -4.4835 5.0631 -9.0180  C142 1.090
156 H -3.2082 4.1603 -9.4366  C142 1.090
157 H -1.6184 6.0534 -8.1829  C143 1.090
158 H -3.1190 6.8888 -7.8569  C143 1.090
159 H -1.3123 6.6773 -11.8317  C145 1.090
160 H -1.3336 5.2884 -10.8840  C145 1.090
161 H 0.9145 7.1123 -11.0047  C146 1.090
162 H 0.5006 5.9837 -9.6243  C146 1.090
163 H 0.4013 8.9240 -9.4705  C147 1.090
164 H 0.0259 7.7836 -8.2506  C147 1.090
165 H -1.9431 8.9855 -10.2767  C148 1.090
166 H -2.0060 8.7802 -8.5520  C148 1.090
167 H -4.2124 7.8668 -10.2537  C149 1.090
168 H -3.9194 6.2737 -11.1559  C149 1.090
169 H -3.2236 7.6813 -11.6957  C149 1.090
170 C 1.3504 -1.3456 7.1045  N171 1.539, H177 1.090, H178 1.090, H179 1.090
171 N 1.6043 -0.4959 5.8464  C170 1.539, C172 1.550, C173 1.532, C174 1.544
172 C 0.3964 0.4443 5.6015  N171 1.550, H180 1.090, H181 1.090, H182 1.090
173 C 2.8443 0.3599 6.1266  N171 1.532, H183 1.090, H184 1.090, H185 1.090
174 C 1.7267 -1.4126 4.6096  N171 1.544, C175 1.511, H186 1.090, H187 1.090
175 C 2.6331 -2.6077 4.7957  C174 1.511, O176 1.415, H188 1.090, H189 1.090
176 O 2.9501 -3.1497 3.5281  C175 1.415, H190 0.960
177 H 1.0661 -0.6669 7.9087  C170 1.090
178 H 2.2374 -1.9044 7.4030  C170 1.090
179 H 0.4249 -1.8954 6.9335  C170 1.090
180 H -0.5229 -0.0880 5.3570  C172 1.090
181 H 0.5722 1.1847 4.8211  C172 1.090
182 H 0.1473 0.9483 6.5353  C172 1.090
183 H 2.6007 0.7774 7.1035  C173 1.090
184 H 3.0191 0.9784 5.2463  C173 1.090
185 H 3.6893 -0.3232 6.2130  C173 1.090
186 H 1.9476 -0.8131 3.7266  C174 1.090
187 H 0.7133 -1.7956 4.4888  C174 1.090
188 H 2.1637 -3.3663 5.4220  C175 1.090
189 H 3.5797 -2.3781 5.2848  C175 1.090
190 H 3.3137 -4.0030 3.7754  O176 0.960

Results of the Mulliken charge analysis, in e, for atoms 1 through 6: -1.19, -0.26, 0.14, -0.55, -0.18, 0.27

=====

Arrangement x

The following is a quantum chemistry calculation of a cluster of 7 separate species, C56H125N8O in total, from the Open Molecules 2025 dataset.

Orbital gap in eV: 9.11
LUMO in eV: -12.0
Total charge: +7
HOMO in eV: -21.137

Last columns: bonded neighbours and bond lengths (Å).
Geometry (Å):
1 C -12.7574 17.6285 -9.2768  C2 1.529, H9 1.090, H10 1.090, H11 1.089
2 C -13.7126 18.7082 -9.7854  C1 1.529, N3 1.486, H12 1.087, H13 1.086
3 N -14.7972 18.9047 -8.7889  C2 1.486, C4 1.373, C7 1.320
4 C -14.6487 19.2153 -7.4597  N3 1.373, C5 1.353, H14 1.076
5 C -15.8832 19.1723 -6.9067  C4 1.353, N6 1.374, H15 1.075
6 N -16.7779 18.9388 -7.9225  C5 1.374, C7 1.342, C8 1.460
7 C -16.0813 18.7468 -9.0529  N3 1.320, N6 1.342, H16 1.077
8 C -18.2138 18.7116 -7.7892  N6 1.460, H17 1.093, H18 1.089, H19 1.086
9 H -13.3146 16.7303 -9.0114  C1 1.090
10 H -12.1624 17.9844 -8.4358  C1 1.090
11 H -12.0362 17.3488 -10.0432  C1 1.089
12 H -14.1812 18.3082 -10.6815  C2 1.087
13 H -13.1989 19.6484 -9.9631  C2 1.086
14 H -13.6959 19.4499 -7.0175  C4 1.076
15 H -16.2136 19.4172 -5.9138  C5 1.075
16 H -16.5416 18.4721 -9.9865  C7 1.077
17 H -18.4619 17.7211 -8.1778  C8 1.093
18 H -18.7585 19.4432 -8.3844  C8 1.089
19 H -18.5775 18.6974 -6.7661  C8 1.086
20 C -30.3226 24.4134 0.7521  C21 1.534, H30 1.094, H31 1.084, H32 1.097
21 C -29.8037 25.8160 0.4095  C20 1.534, C22 1.531, H33 1.089, H34 1.092
22 C -29.2214 25.9054 -1.0036  C21 1.531, C23 1.509, H35 1.094, H36 1.097
23 C -30.2660 25.9805 -2.0894  C22 1.509, N24 1.528, H37 1.088, H38 1.093
24 N -29.7005 25.6265 -3.4645  C23 1.528, C25 1.510, C28 1.519, C29 1.498
25 C -30.8191 25.7474 -4.4723  N24 1.510, C26 1.512, H39 1.087, H40 1.090
26 C -30.4419 24.7681 -5.5610  C25 1.512, C27 1.529, H41 1.093, H42 1.089
27 C -29.7892 23.5903 -4.8360  C26 1.529, C28 1.543, H43 1.088, H44 1.093
28 C -29.2490 24.1765 -3.5147  N24 1.519, C27 1.543, H45 1.087, H46 1.088
29 C -28.5747 26.5232 -3.8800  N24 1.498, H47 1.085, H48 1.086, H49 1.087
30 H -30.8345 23.9478 -0.0956  C20 1.094
31 H -30.8777 24.4073 1.6829  C20 1.084
32 H -29.4424 23.7678 0.8610  C20 1.097
33 H -29.0195 26.0497 1.1274  C21 1.089
34 H -30.5943 26.5597 0.5272  C21 1.092
35 H -28.4582 25.1278 -1.0972  C22 1.094
36 H -28.6798 26.8584 -1.0352  C22 1.097
37 H -30.7776 26.9328 -2.2096  C23 1.088
38 H -31.0269 25.2108 -1.9396  C23 1.093
39 H -30.9533 26.7602 -4.8443  C25 1.087
40 H -31.7550 25.4453 -4.0034  C25 1.090
41 H -29.7573 25.1887 -6.3012  C26 1.093
42 H -31.2801 24.4128 -6.1584  C26 1.089
43 H -29.0782 23.0250 -5.4352  C27 1.088
44 H -30.5922 22.8896 -4.5923  C27 1.093
45 H -28.1697 24.1433 -3.3919  C28 1.087
46 H -29.6473 23.6429 -2.6545  C28 1.088
47 H -27.7004 26.2659 -3.2921  C29 1.085
48 H -28.8376 27.5682 -3.7481  C29 1.086
49 H -28.4232 26.2737 -4.9269  C29 1.087
50 C -27.4398 16.3851 -8.4309  C51 1.548, H60 1.095, H61 1.093, H62 1.084
51 C -28.0141 16.4570 -6.9950  C50 1.548, C52 1.538, H63 1.104, H64 1.089
52 C -28.7612 17.7348 -6.5758  C51 1.538, C53 1.534, H65 1.096, H66 1.092
53 C -29.2648 17.5692 -5.1363  C52 1.534, N54 1.540, H67 1.091, H68 1.089
54 N -30.1058 18.6924 -4.5028  C53 1.540, C55 1.523, C58 1.552, C59 1.485
55 C -31.3408 19.0059 -5.3374  N54 1.523, C56 1.536, H69 1.089, H70 1.086
56 C -32.5519 18.8138 -4.4125  C55 1.536, C57 1.524, H71 1.089, H72 1.088
57 C -32.0513 17.7250 -3.4702  C56 1.524, C58 1.516, H73 1.091, H74 1.092
58 C -30.6267 18.1336 -3.1514  N54 1.552, C57 1.516, H75 1.088, H76 1.083
59 C -29.3322 19.9127 -4.1607  N54 1.485, H77 1.089, H78 1.087, H79 1.087
60 H -26.9220 17.2917 -8.7622  C50 1.095
61 H -28.3334 16.4292 -9.0581  C50 1.093
62 H -26.8521 15.4796 -8.5267  C50 1.084
63 H -27.1390 16.4045 -6.3246  C51 1.104
64 H -28.6013 15.5647 -6.7858  C51 1.089
65 H -29.6849 17.7664 -7.1639  C52 1.096
66 H -28.2398 18.6780 -6.7495  C52 1.092
67 H -28.4299 17.4294 -4.4482  C53 1.091
68 H -29.9881 16.7574 -5.0770  C53 1.089
69 H -31.1587 20.0030 -5.7347  C55 1.089
70 H -31.4338 18.3150 -6.1698  C55 1.086
71 H -32.8734 19.7181 -3.8988  C56 1.089
72 H -33.3792 18.4968 -5.0444  C56 1.088
73 H -32.6302 17.6987 -2.5455  C57 1.091
74 H -32.0922 16.6958 -3.8314  C57 1.092
75 H -30.7017 19.0106 -2.5118  C58 1.088
76 H -29.9277 17.3719 -2.8277  C58 1.083
77 H -28.7024 19.6671 -3.3075  C59 1.089
78 H -30.0108 20.7019 -3.8456  C59 1.087
79 H -28.7532 20.2461 -5.0185  C59 1.087
80 C -24.4776 22.6976 -11.6773  C81 1.544, H90 1.093, H91 1.090, H92 1.088
81 C -23.3807 22.1094 -10.7642  C80 1.544, C82 1.535, H93 1.088, H94 1.095
82 C -23.8044 20.9582 -9.8419  C81 1.535, C83 1.517, H95 1.095, H96 1.093
83 C -22.6298 20.0802 -9.4552  C82 1.517, N84 1.521, H97 1.095, H98 1.093
84 N -22.9387 18.8293 -8.6468  C83 1.521, C85 1.517, C88 1.539, C89 1.494
85 C -21.7551 18.1595 -7.9739  N84 1.517, C86 1.529, H99 1.088, H100 1.091
86 C -22.3309 17.3370 -6.8210  C85 1.529, C87 1.534, H101 1.092, H102 1.088
87 C -23.4646 18.2275 -6.2963  C86 1.534, C88 1.539, H103 1.088, H104 1.093
88 C -23.7649 19.2405 -7.4147  N84 1.539, C87 1.539, H105 1.087, H106 1.085
89 C -23.6026 17.8027 -9.5050  N84 1.494, H107 1.086, H108 1.087, H109 1.085
90 H -24.9159 23.6059 -11.2552  C80 1.093
91 H -25.3332 22.0701 -11.9253  C80 1.090
92 H -23.9936 23.0247 -12.5952  C80 1.088
93 H -22.8744 22.9116 -10.2303  C81 1.088
94 H -22.6670 21.6816 -11.4754  C81 1.095
95 H -24.5631 20.3402 -10.3335  C82 1.095
96 H -24.3414 21.3404 -8.9694  C82 1.093
97 H -21.8780 20.6588 -8.9090  C83 1.095
98 H -22.0572 19.6857 -10.2989  C83 1.093
99 H -21.1537 17.5357 -8.6325  C85 1.088
100 H -21.1249 18.9528 -7.5684  C85 1.091
101 H -22.8315 16.4137 -7.1187  C86 1.092
102 H -21.6426 17.0630 -6.0248  C86 1.088
103 H -24.3896 17.7669 -5.9563  C87 1.088
104 H -23.0810 18.7883 -5.4400  C87 1.093
105 H -24.7880 19.2493 -7.7805  C88 1.087
106 H -23.4175 20.2200 -7.1026  C88 1.085
107 H -23.8935 16.9047 -8.9675  C89 1.086
108 H -22.8260 17.5664 -10.2272  C89 1.087
109 H -24.5075 18.2124 -9.9425  C89 1.085
110 C -20.8034 13.3728 -9.0654  C111 1.535, H120 1.086, H121 1.090, H122 1.091
111 C -20.7483 13.5322 -7.5392  C110 1.535, C112 1.539, H123 1.098, H124 1.096
112 C -20.2817 12.2908 -6.7586  C111 1.539, C113 1.521, H125 1.091, H126 1.096
113 C -21.0131 11.0008 -7.0951  C112 1.521, N114 1.502, H127 1.092, H128 1.095
114 N -20.4469 9.7358 -6.5172  C113 1.502, C115 1.515, C118 1.510, C119 1.505
115 C -19.0302 9.5429 -7.0179  N114 1.515, C116 1.545, H129 1.085, H130 1.087
116 C -18.8331 8.0156 -7.1489  C115 1.545, C117 1.535, H131 1.086, H132 1.087
117 C -20.2093 7.3804 -6.9046  C116 1.535, C118 1.524, H133 1.088, H134 1.090
118 C -21.2084 8.5272 -7.0067  N114 1.510, C117 1.524, H135 1.089, H136 1.089
119 C -20.5020 9.8246 -5.0158  N114 1.505, H137 1.085, H138 1.087, H139 1.085
120 H -21.4711 12.5674 -9.3583  C110 1.086
121 H -19.7822 13.2427 -9.4243  C110 1.090
122 H -21.1620 14.2969 -9.5222  C110 1.091
123 H -21.7024 13.8797 -7.1219  C111 1.098
124 H -20.0646 14.3710 -7.3671  C111 1.096
125 H -20.2892 12.5278 -5.6937  C112 1.091
126 H -19.2299 12.1795 -7.0443  C112 1.096
127 H -21.0661 10.8696 -8.1774  C113 1.092
128 H -22.0809 11.0469 -6.8564  C113 1.095
129 H -18.3034 9.9822 -6.3434  C115 1.085
130 H -18.9671 9.9700 -8.0159  C115 1.087
131 H -18.0569 7.6831 -6.4652  C116 1.086
132 H -18.5192 7.7729 -8.1611  C116 1.087
133 H -20.2641 6.7811 -5.9978  C117 1.088
134 H -20.4482 6.6791 -7.7039  C117 1.090
135 H -22.1146 8.3915 -6.4189  C118 1.089
136 H -21.5091 8.7017 -8.0388  C118 1.089
137 H -20.3415 8.8368 -4.5970  C119 1.085
138 H -21.4830 10.2431 -4.8040  C119 1.087
139 H -19.7527 10.5333 -4.6789  C119 1.085
140 C -26.9506 25.0013 -13.8566  C141 1.521, H150 1.091, H151 1.097, H152 1.086
141 C -26.3963 23.9191 -14.7708  C140 1.521, C142 1.562, H153 1.087, H154 1.095
142 C -26.4351 24.3703 -16.2658  C141 1.562, C143 1.507, H155 1.097, H156 1.093
143 C -25.4253 25.4429 -16.5837  C142 1.507, N144 1.514, H157 1.094, H158 1.086
144 N -25.3682 25.8589 -18.0382  C143 1.514, C145 1.500, C148 1.521, C149 1.494
145 C -24.7081 24.9036 -18.9882  N144 1.500, C146 1.538, H159 1.089, H160 1.090
146 C -23.1880 25.1310 -18.9277  C145 1.538, C147 1.535, H161 1.083, H162 1.089
147 C -23.0549 26.5059 -18.2582  C146 1.535, C148 1.526, H163 1.089, H164 1.091
148 C -24.4618 27.0779 -18.1141  N144 1.521, C147 1.526, H165 1.089, H166 1.088
149 C -26.7197 26.2323 -18.5538  N144 1.494, H167 1.086, H168 1.087, H169 1.090
150 H -26.2696 25.8510 -13.7843  C140 1.091
151 H -26.9119 24.6060 -12.8342  C140 1.097
152 H -27.9704 25.3109 -14.0659  C140 1.086
153 H -26.9103 22.9645 -14.6985  C141 1.087
154 H -25.3231 23.7964 -14.5902  C141 1.095
155 H -27.4545 24.7422 -16.4301  C142 1.097
156 H -26.4656 23.5134 -16.9444  C142 1.093
157 H -24.4000 25.1071 -16.4016  C143 1.094
158 H -25.5841 26.3224 -15.9660  C143 1.086
159 H -25.0821 25.0617 -19.9987  C145 1.089
160 H -25.0310 23.8852 -18.7707  C145 1.090
161 H -22.7182 25.0794 -19.9022  C146 1.083
162 H -22.8279 24.3616 -18.2468  C146 1.089
163 H -22.4303 27.2236 -18.7886  C147 1.089
164 H -22.5922 26.4290 -17.2733  C147 1.091
165 H -24.8317 27.6415 -18.9693  C148 1.089
166 H -24.4868 27.7537 -17.2621  C148 1.088
167 H -27.1122 27.0941 -18.0230  C149 1.086
168 H -27.3704 25.3614 -18.5770  C149 1.087
169 H -26.6308 26.4859 -19.6098  C149 1.090
170 C -19.5776 17.6916 -0.3079  N171 1.507, H177 1.090, H178 1.083, H179 1.089
171 N -19.4859 18.6196 -1.4913  C170 1.507, C172 1.485, C173 1.515, C174 1.516
172 C -20.3158 19.8210 -1.2236  N171 1.485, H180 1.089, H181 1.086, H182 1.089
173 C -18.0422 19.0575 -1.6312  N171 1.515, H183 1.085, H184 1.085, H185 1.088
174 C -20.0279 17.9360 -2.7309  N171 1.516, C175 1.513, H186 1.090, H187 1.092
175 C -19.4666 16.5460 -2.9343  C174 1.513, O176 1.446, H188 1.091, H189 1.095
176 O -19.6905 16.0643 -4.2793  C175 1.446, H190 0.964
177 H -19.3501 18.2771 0.5830  C170 1.090
178 H -18.8673 16.8791 -0.3970  C170 1.083
179 H -20.6224 17.4139 -0.1784  C170 1.089
180 H -21.3723 19.5625 -1.1702  C172 1.089
181 H -20.1616 20.5874 -1.9779  C172 1.086
182 H -20.0653 20.2096 -0.2376  C172 1.089
183 H -17.7466 19.3913 -0.6425  C173 1.085
184 H -17.9806 19.7570 -2.4583  C173 1.085
185 H -17.4587 18.1792 -1.8977  C173 1.088
186 H -19.9131 18.5932 -3.5926  C174 1.090
187 H -21.0981 17.8451 -2.5360  C174 1.092
188 H -19.9176 15.8513 -2.2237  C175 1.091
189 H -18.3874 16.5102 -2.7512  C175 1.095
190 H -19.5003 15.1277 -4.1541  O176 0.964

Results of the Mulliken charge analysis, in e, for atoms 1 through 6: -1.17, -0.30, 0.11, -0.51, -0.30, 0.19

=====

Which one is the most stable? From the structures above, arrangement x.